[1]
This record from OMol25 describes a structure of composition C38H53MnN6O3S4Se. The level of theory is wB97M-V/def2-TZVPD.

```
! wB97M-V def2-TZVPD RIJCOSX def2/J DEFGRID3
* xyz 1 6
Mn 0.143 -0.017 1.297
C 2.560 2.426 1.376
C 1.281 3.217 1.224
N -1.153 1.857 1.168
C -1.533 2.514 3.535
C -0.642 1.749 4.517
S 0.298 0.289 3.935
C 2.006 0.913 4.030
C 2.828 0.450 2.842
N 2.308 0.980 1.570
H 3.148 2.580 0.468
H 3.147 2.814 2.212
H 1.501 4.279 1.079
H 0.759 2.849 0.343
H -1.155 2.317 0.268
H -1.853 3.419 4.055
H -2.432 1.946 3.301
H 0.106 2.403 4.961
H -1.268 1.380 5.327
H 1.946 1.998 4.058
H 2.457 0.555 4.953
H 3.868 0.753 3.003
H 2.816 -0.639 2.781
H 2.743 0.458 0.818
O 0.126 5.637 2.847
C -0.959 5.488 2.038
C -1.534 6.661 1.556
C -2.683 6.612 0.790
C -3.271 5.387 0.491
C -2.677 4.219 0.942
C -1.503 4.244 1.699
C -0.925 2.917 2.191
O 0.495 3.025 2.399
N -2.404 1.148 1.235
N -2.077 -0.111 1.649
C -3.065 -0.887 1.899
S -4.712 -0.275 1.761
C -5.473 -1.833 2.311
C -4.541 -2.496 3.308
S -2.889 -2.512 2.565
H 0.455 4.755 3.078
H -1.068 7.602 1.822
H -3.129 7.533 0.436
H -4.193 5.343 -0.074
H -3.136 3.258 0.725
H -5.638 -2.476 1.448
H -6.433 -1.588 2.765
H -4.817 -3.532 3.505
H -4.510 -1.944 4.246
C -0.554 -5.705 1.407
C -0.485 -5.704 -0.118
C -1.598 -4.883 -0.771
C -1.404 -3.374 -0.658
N -0.219 -2.925 -1.391
C 0.944 -2.510 -0.859
Se 1.332 -2.297 0.953
N 1.794 -2.240 -1.871
C 3.182 -1.796 -1.729
C 4.148 -2.891 -1.292
C 4.317 -4.045 -2.287
C 3.211 -5.102 -2.227
C 1.150 -2.461 -3.086
C 1.562 -2.293 -4.402
C 0.637 -2.585 -5.390
C -0.654 -3.031 -5.076
C -1.059 -3.201 -3.764
C -0.127 -2.905 -2.777
H 0.243 -6.319 1.830
H -1.509 -6.112 1.749
H -0.448 -4.700 1.819
H -0.552 -6.730 -0.483
H 0.491 -5.328 -0.445
H -2.555 -5.115 -0.294
H -1.693 -5.155 -1.825
H -1.276 -3.069 0.373
H -2.266 -2.837 -1.056
H 3.193 -0.965 -1.023
H 3.480 -1.412 -2.704
H 3.832 -3.284 -0.324
H 5.110 -2.397 -1.132
H 5.269 -4.534 -2.073
H 4.401 -3.646 -3.304
H 3.084 -5.464 -1.203
H 3.463 -5.960 -2.852
H 2.248 -4.725 -2.574
H 2.559 -1.957 -4.654
H 0.920 -2.470 -6.428
H -1.348 -3.254 -5.877
H -2.055 -3.546 -3.521
C -1.128 0.761 -3.035
S 0.497 0.927 -2.318
O 0.341 0.539 -0.867
C 0.662 2.696 -2.314
C -0.351 3.541 -1.871
C -0.088 4.892 -1.725
C 1.170 5.395 -2.039
C 2.173 4.551 -2.495
C 1.923 3.191 -2.626
H -1.864 1.211 -2.371
H -1.319 -0.306 -3.138
H -1.124 1.238 -4.016
H -1.335 3.162 -1.619
H -0.862 5.547 -1.348
H 1.370 6.452 -1.922
H 3.149 4.947 -2.745
H 2.702 2.513 -2.960
*
```

Summary:
E_LUMO (alpha / beta) (eV): -2.11 / -2.12
DFT total energy (a.u.): -7179.09957
Orbital gap (alpha / beta) (eV): 6.394 / 6.369

Löwdin population analysis, charges in e, atoms 1 to 5:
1. Mn 0.574
2. C -0.137
3. C -0.163
4. N -0.095
5. C -0.120

=====

[2]
This record from OMol25 describes a structure of composition C2HHgNaO3. The level of theory is wB97M-V/def2-TZVPD.

```
! wB97M-V def2-TZVPD RIJCOSX def2/J DEFGRID3
* xyz 1 2
O 0.894 -1.393 0.321
C 0.002 -1.268 -0.545
O 0.656 1.542 1.026
C -0.178 1.687 0.223
O -1.189 1.900 -0.313
Hg 1.895 -0.247 1.797
H 0.186 -1.988 -1.408
Na -2.268 -0.232 -1.101
*
```

Summary:
E_LUMO (alpha / beta) (eV): -4.04 / -5.89
DFT total energy (a.u.): -617.93765
Orbital gap (alpha / beta) (eV): 7.874 / 5.852

Löwdin population analysis, charges in e, atoms 1 to 5:
1. O -0.412
2. C -0.179
3. O 0.010
4. C -0.381
5. O 0.191

=====

[3]
This record from OMol25 describes a cluster of 11 separate species, H22O11 in total. The level of theory is wB97M-V/def2-TZVPD.

```
! wB97M-V def2-TZVPD RIJCOSX def2/J DEFGRID3
* xyz 0 1
O -0.002 -0.549 0.006
H 0.549 -0.533 0.766
H -0.800 -0.160 0.369
O -1.175 0.524 -4.736
H -1.396 0.673 -3.804
H -1.907 -0.016 -5.100
O -3.709 0.853 1.002
H -4.019 1.467 1.588
H -4.373 0.789 0.301
O 2.046 -2.097 0.585
H 2.543 -2.748 0.106
H 1.354 -1.677 -0.070
O 1.682 -2.500 -2.042
H 1.720 -1.653 -2.386
H 1.328 -3.084 -2.736
O 3.051 -0.186 -0.179
H 3.861 0.045 0.159
H 2.950 0.041 -1.142
O 2.260 -0.832 2.790
H 2.953 -0.972 2.126
H 1.452 -1.445 2.559
O 1.083 3.473 -0.094
H 1.807 3.913 -0.375
H 0.777 3.873 0.719
O -0.310 1.033 1.639
H -0.290 0.320 2.263
H -1.261 1.186 1.624
O -2.360 -1.871 3.731
H -2.385 -2.306 4.589
H -3.131 -2.427 3.354
O -1.785 2.258 -2.712
H -1.072 2.805 -3.045
H -1.442 1.803 -1.857
*
```

Summary:
E_LUMO (eV): 0.27
DFT total energy (a.u.): -840.70364
Energy relative to the best compared isomer or geometry (same formula, charge and spin) (kJ/mol): 463.4
Orbital gap (eV): 9.534

Löwdin population analysis, charges in e, atoms 1 to 5:
1. O -0.064
2. H -0.019
3. H 0.027
4. O -0.094
5. H -0.010

=====

[4]
This record from OMol25 describes an isolated molecule of C5H12O. The level of theory is wB97M-V/def2-TZVPD.

```
! wB97M-V def2-TZVPD RIJCOSX def2/J DEFGRID3
* xyz 0 1
C 0.667 2.083 1.176
C -0.410 1.155 0.624
C -0.059 -0.321 0.819
C -0.894 -1.308 -0.018
O -0.091 -2.133 -0.837
C 0.412 -1.464 -1.966
H 0.853 1.889 2.239
H 0.387 3.136 1.074
H 1.614 1.936 0.644
H -0.550 1.359 -0.446
H -1.374 1.374 1.101
H 0.992 -0.487 0.554
H -0.137 -0.572 1.884
H -1.450 -2.000 0.620
H -1.633 -0.765 -0.634
H 1.189 -2.094 -2.402
H 0.857 -0.490 -1.713
H -0.374 -1.298 -2.718
*
```

Summary:
E_LUMO (eV): 1.13
DFT total energy (a.u.): -272.91804
Energy relative to the best compared isomer or geometry (same formula, charge and spin) (kJ/mol): 80.4
Orbital gap (eV): 10.828

Löwdin population analysis, charges in e, atoms 1 to 5:
1. C -0.122
2. C -0.282
3. C -0.197
4. C -0.233
5. O -0.197

=====

[5]
This record from OMol25 describes an isolated molecule of C14H34N4. The level of theory is wB97M-V/def2-TZVPD.

```
! wB97M-V def2-TZVPD RIJCOSX def2/J DEFGRID3
* xyz 0 1
C -5.423 -1.447 3.432
C -4.858 -1.020 2.073
N -4.293 0.314 2.022
C -5.243 1.403 2.175
C -4.577 2.752 1.904
C -4.164 2.926 0.432
N -3.162 2.007 -0.062
C -1.822 2.228 0.446
C -0.858 1.233 -0.195
C 0.579 1.444 0.269
C 1.540 0.462 -0.398
N 2.868 0.598 0.172
C 3.846 -0.358 -0.303
C 4.288 -0.179 -1.764
C 5.383 -1.160 -2.176
N 4.840 -2.486 -2.394
C 5.838 -3.463 -2.781
C 5.195 -4.830 -2.967
H -6.266 -0.822 3.715
H -5.762 -2.479 3.385
H -4.657 -1.369 4.202
H -5.644 -1.074 1.315
H -4.062 -1.713 1.783
H -3.559 0.403 2.719
H -5.701 1.431 3.179
H -6.045 1.242 1.447
H -3.700 2.859 2.547
H -5.279 3.547 2.164
H -5.053 2.798 -0.195
H -3.791 3.945 0.283
H -3.455 1.061 0.175
H -1.528 3.249 0.179
H -1.748 2.137 1.544
H -1.178 0.219 0.059
H -0.919 1.338 -1.279
H 0.646 1.314 1.351
H 0.892 2.465 0.039
H 1.514 0.621 -1.489
H 1.207 -0.563 -0.203
H 3.209 1.543 0.019
H 3.417 -1.354 -0.160
H 4.724 -0.270 0.346
H 4.660 0.840 -1.893
H 3.436 -0.321 -2.431
H 5.823 -0.835 -3.125
H 6.190 -1.153 -1.418
H 4.369 -2.805 -1.552
H 6.661 -3.536 -2.045
H 6.273 -3.128 -3.729
H 5.927 -5.545 -3.333
H 4.794 -5.195 -2.023
H 4.380 -4.759 -3.683
*
```

Summary:
E_LUMO (eV): 1.00
DFT total energy (a.u.): -772.82481
Energy relative to the best compared isomer or geometry (same formula, charge and spin) (kJ/mol): 20.6
Orbital gap (eV): 9.029

Löwdin population analysis, charges in e, atoms 1 to 5:
1. C -0.097
2. C -0.289
3. N -0.103
4. C -0.245
5. C -0.183

=====

[6]
This record from OMol25 describes an isolated molecule of C6H4F2. The level of theory is wB97M-V/def2-TZVPD.

```
! wB97M-V def2-TZVPD RIJCOSX def2/J DEFGRID3
* xyz 0 1
C 0.272 1.935 0.280
C 0.097 0.619 -0.178
C -1.123 -0.109 -0.136
F -2.263 0.473 -0.334
C -0.958 -1.452 -0.004
C 0.525 -1.624 0.261
C 1.052 -0.307 -0.261
F 2.353 0.103 -0.402
H -0.628 2.537 0.123
H 1.070 2.543 0.491
H -1.646 -2.301 -0.208
H 1.249 -2.419 0.370
*
```

Summary:
E_LUMO (eV): -1.08
DFT total energy (a.u.): -430.61038
Energy relative to the best compared isomer or geometry (same formula, charge and spin) (kJ/mol): 399.9
Orbital gap (eV): 6.949

Löwdin population analysis, charges in e, atoms 1 to 5:
1. C 0.218
2. C -0.229
3. C -0.338
4. F 0.120
5. C 0.005